Record 1
Below is C4H3FO3 as an isolated structure at a distorted geometry, with properties calculated with wB97M-V/def2-TZVPD.

CARTESIAN COORDINATES (ANGSTROEM)
C (-0.339, -0.110, -1.334)
C (0.397, -0.995, -0.772)
C (0.570, -0.553, 0.718)
C (-0.079, 0.578, 0.818)
H (-1.681, 0.407, -2.713)
H (0.453, -2.113, -1.334)
H (-1.184, 1.969, 2.043)
O (-0.509, 0.029, -2.694)
O (-0.406, 1.214, 2.005)
O (-0.734, 0.844, -0.372)
F (1.368, -1.165, 1.546)

Calculated values
- energy relative to the best compared isomer or geometry (same formula, charge and spin) (eV) = 3.641
- Kohn-Sham gap (eV) = 8.54

Record 2
Below is C4H3FO5Yb as an isolated structure at a distorted geometry, with properties calculated with wB97M-V/def2-TZVPD.

CARTESIAN COORDINATES (ANGSTROEM)
O (4.848, -0.712, 0.235)
C (5.979, -1.007, 0.284)
O (7.090, -1.271, 0.307)
O (0.269, 0.240, -0.235)
C (-3.395, -0.568, 0.431)
C (-0.822, 0.667, 0.108)
O (-4.388, -1.216, 0.380)
O (-3.205, 0.572, -0.226)
C (-1.962, 0.835, -0.862)
Yb (2.575, -0.079, 0.469)
F (-0.918, 1.420, 1.172)
H (-2.322, -0.870, 0.862)
H (-1.790, 0.124, -1.687)
H (-1.960, 1.866, -1.237)

Calculated values
- net charge = +2
- Kohn-Sham gap (eV) = 6.89

Record 3
Below is the molecule C4H3FS at a distorted geometry, with properties calculated with wB97M-V/def2-TZVPD.

CARTESIAN COORDINATES (ANGSTROEM)
C (0.115, 0.053, 0.020)
C (-0.994, -0.850, 0.011)
C (0.092, 1.346, 0.003)
C (-2.284, -0.407, -0.005)
F (-3.229, -1.361, -0.004)
S (-2.825, 1.194, 0.004)
H (1.084, -0.446, 0.053)
H (-0.832, -1.915, 0.016)
H (0.266, 2.384, -0.072)

Calculated values
- energy relative to the best compared isomer or geometry (same formula, charge and spin) (eV) = 3.288
- Kohn-Sham gap (spin up / spin down) (eV) = 6.50 / 6.50

Record 4
Below is C4H3HgLiMgO2 as an isolated structure at a distorted geometry, with properties calculated with wB97M-V/def2-TZVPD.

CARTESIAN COORDINATES (ANGSTROEM)
O (-1.446, -0.001, 1.978)
C (-0.373, -0.431, 1.273)
C (-0.035, 0.112, 0.077)
Mg (-1.624, 1.851, 2.030)
Hg (-0.933, -0.394, -2.045)
H (0.426, -0.800, 1.949)
C (1.760, 0.220, -1.678)
C (1.224, -0.336, -0.550)
O (2.865, -0.118, -2.287)
H (1.181, 1.048, -2.149)
H (1.769, -1.201, -0.133)
Li (4.202, -1.214, -2.143)

Calculated values
- net charge = +1
- 2S+1 = 2
- energy relative to the best compared isomer or geometry (same formula, charge and spin) (eV) = 0.000
- Kohn-Sham gap (spin up / spin down) (eV) = 4.03 / 3.78

Record 5
Below is C4H3HgLiO2 as an isolated structure at a distorted geometry, with properties calculated with wB97M-V/def2-TZVPD.

CARTESIAN COORDINATES (ANGSTROEM)
O (1.496, 0.079, -0.214)
C (2.481, -0.750, 0.156)
C (1.315, -1.397, 0.212)
Hg (0.317, 2.107, -0.344)
Li (-0.553, -2.442, -0.091)
H (3.564, -0.645, 0.170)
C (-2.349, -0.985, -0.612)
C (-1.875, -0.132, 0.105)
O (-1.287, 0.809, 0.775)
H (-2.903, -1.630, -1.277)
H (-1.510, 0.797, 1.720)

Calculated values
- net charge = +2
- 2S+1 = 3
- Kohn-Sham gap (spin up / spin down) (eV) = 9.95 / 7.69

Record 6
Below is C4H3HgO6 as an isolated structure at a distorted geometry, with properties calculated with wB97M-V/def2-TZVPD.

CARTESIAN COORDINATES (ANGSTROEM)
C (2.153, 1.000, 0.528)
C (2.331, -0.004, -0.428)
O (1.334, -0.920, -0.560)
C (1.132, -1.647, -1.769)
O (2.052, -1.720, -2.567)
O (-0.055, -2.037, -1.807)
H (1.795, 0.630, 1.494)
H (2.996, 0.091, -1.286)
H (2.935, 1.762, 0.542)
O (0.435, 2.248, 0.313)
O (-1.533, 3.049, 0.566)
O (-1.245, 0.842, 0.767)
C (-0.835, 2.007, 0.551)
Hg (-1.069, -1.053, -0.252)

Calculated values
- net charge = -1
- 2S+1 = 3
- Kohn-Sham gap (spin up / spin down) (eV) = 7.24 / 7.00

Record 7
Below is C4H3HoO4 as an isolated structure at a distorted geometry, with properties calculated with wB97M-V/def2-TZVPD.

CARTESIAN COORDINATES (ANGSTROEM)
O (0.928, -3.646, -0.702)
C (0.462, -4.199, -1.580)
Ho (1.807, -2.447, 1.196)
C (-0.091, 2.049, 0.211)
C (0.677, 0.793, 0.118)
O (-0.019, -0.227, 0.261)
C (-1.683, 0.387, 0.059)
O (-1.458, 1.640, 0.060)
O (-2.570, -0.348, -0.041)
H (0.179, 2.749, -0.595)
H (0.040, 2.516, 1.201)
H (1.728, 0.732, -0.189)

Calculated values
- net charge = +4
- 2S+1 = 5
- Kohn-Sham gap (spin up / spin down) (eV) = 6.28 / 5.27

Record 8
Below is a 2-piece molecular cluster, C4H3I overall at a distorted geometry, with properties calculated with wB97M-V/def2-TZVPD.

CARTESIAN COORDINATES (ANGSTROEM)
C (0.231, -1.624, 0.707)
C (0.806, -0.667, 0.275)
C (1.399, 0.469, -0.160)
C (2.059, 1.386, -0.537)
H (-0.325, -2.366, 1.270)
H (2.724, 2.212, -0.729)
I (-3.657, -0.409, -0.364)
H (-3.237, 0.999, -0.461)

Calculated values
- energy relative to the best compared isomer or geometry (same formula, charge and spin) (eV) = 1.679
- Kohn-Sham gap (eV) = 10.54